1.
Here is 13 unconnected molecules or ions with the total composition C88H189N7O11P at a distorted geometry from the Open Molecules 2025 dataset. Energies are from ωB97M-V with the def2-TZVPD basis set.

The energy above the lowest of the compared OMol25 structures with the same formula, charge and spin comes out at 0.000 eV. The LUMO energy comes out at -5.67 eV. The calculation puts the HOMO-LUMO gap at 4.87 eV. As for the total charge: +3. The value obtained for the total energy is -136535.9567 eV.

Atoms and positions in Å:
C1 9.0311 -4.8003 -0.7256
C2 9.4220 -4.0140 -1.9722
C3 8.4041 -3.7762 -3.0964
C4 7.0589 -3.3222 -2.7072
N1 6.4177 -2.2928 -3.6799
C5 5.1008 -1.8113 -3.0465
C6 4.8832 -0.3663 -3.5333
C7 6.2504 0.1806 -3.9541
C8 7.2680 -1.0109 -3.7849
C9 6.2043 -2.9235 -5.0499
H1 8.3972 -4.3389 0.0316
H2 9.8154 -5.0122 0.0011
H3 8.6577 -5.7487 -1.1120
H4 10.3015 -4.4464 -2.4493
H5 9.7030 -3.0298 -1.5975
H6 8.1590 -4.6221 -3.7386
H7 8.8159 -3.0837 -3.8305
H8 7.0933 -2.7749 -1.7651
H9 6.2979 -4.0719 -2.4904
H10 4.4253 -2.6233 -3.3156
H11 5.2336 -1.7535 -1.9661
H12 4.1651 -0.4728 -4.3463
H13 4.3290 0.2835 -2.8561
H14 6.1341 0.4048 -5.0144
H15 6.6310 1.0608 -3.4359
H16 7.9698 -1.0390 -4.6184
H17 7.8387 -0.8098 -2.8783
H18 5.6665 -3.8513 -4.8547
H19 7.1537 -2.9664 -5.5837
H20 5.6295 -2.2065 -5.6360
C10 0.8619 -2.8191 3.3911
C11 2.3372 -2.6419 3.7646
C12 3.2889 -3.4342 2.8157
C13 3.2430 -4.9781 2.8709
N2 4.0097 -5.8019 1.7524
C14 4.0084 -7.3133 2.0810
C15 5.3226 -7.8720 1.4476
C16 6.0713 -6.7295 0.9090
C17 5.4686 -5.4332 1.5912
C18 3.2704 -5.5654 0.4488
H21 0.2423 -2.3553 4.1587
H22 0.3899 -3.8014 3.3674
H23 0.7738 -2.2864 2.4442
H24 2.4520 -2.8967 4.8181
H25 2.5647 -1.5927 3.5760
H26 4.3208 -3.1329 2.9959
H27 3.0959 -3.0128 1.8292
H28 2.2297 -5.3738 2.8024
H29 3.6765 -5.3901 3.7822
H30 3.1245 -7.8480 1.7333
H31 4.2270 -7.3117 3.1488
H32 5.1603 -8.5403 0.6019
H33 5.8184 -8.4939 2.1929
H34 5.9647 -6.7086 -0.1756
H35 7.1441 -6.7942 1.0903
H36 5.7291 -4.4328 1.2456
H37 5.8968 -5.4599 2.5933
H38 2.2189 -5.8338 0.5511
H39 3.6124 -6.1416 -0.4109
H40 3.5213 -4.5454 0.1576
C19 1.2515 -0.8028 -5.9052
C20 -0.1458 -0.2538 -6.2447
C21 -0.5983 1.0305 -5.5490
C22 -1.9990 1.3087 -6.0033
N3 -2.5718 2.6113 -5.4847
C23 -3.9547 2.8591 -6.1277
C24 -3.8231 4.1705 -6.9767
C25 -2.6427 4.9166 -6.3801
C26 -1.6207 3.7881 -6.0212
C27 -2.6553 2.6862 -4.0031
H41 1.2298 -1.4225 -5.0087
H42 1.9647 -0.0608 -5.5462
H43 1.6057 -1.4168 -6.7332
H44 -0.8411 -1.0509 -5.9818
H45 -0.2537 -0.1733 -7.3263
H46 0.1657 1.7956 -5.6872
H47 -0.5568 0.9013 -4.4675
H48 -2.7017 0.5499 -5.6592
H49 -2.1489 1.3433 -7.0824
H50 -4.6299 2.9570 -5.2776
H51 -4.2284 1.9114 -6.5913
H52 -4.7873 4.6649 -6.8576
H53 -3.7264 4.0680 -8.0575
H54 -2.9633 5.5048 -5.5202
H55 -2.2217 5.7178 -6.9875
H56 -0.7716 4.0261 -5.3804
H57 -1.1742 3.3274 -6.9024
H58 -3.2292 3.5621 -3.7006
H59 -1.6792 2.8819 -3.5592
H60 -3.1437 1.8539 -3.4962
C28 2.4965 -4.4326 -7.1078
C29 0.9469 -4.5706 -7.0182
C30 0.3414 -4.9123 -5.7001
C31 0.6392 -6.4522 -5.2402
N4 -0.0671 -6.9304 -3.9489
C32 0.3486 -8.4243 -3.7381
C33 -0.6796 -8.9263 -2.7683
C34 -1.9800 -8.2587 -3.3083
C35 -1.5682 -6.9859 -4.0746
C36 0.2049 -5.9627 -2.7590
H61 2.7997 -3.7959 -7.9389
H62 2.9835 -5.4068 -7.1514
H63 2.9165 -3.8777 -6.2690
H64 0.5716 -5.2239 -7.8059
H65 0.4180 -3.6360 -7.2050
H66 -0.7391 -4.7777 -5.6503
H67 0.7915 -4.2591 -4.9525
H68 1.6895 -6.7225 -5.1310
H69 0.3519 -7.0590 -6.0988
H70 1.3601 -8.5088 -3.3410
H71 0.2008 -8.9330 -4.6907
H72 -0.6743 -8.4395 -1.7930
H73 -0.6771 -9.9984 -2.5715
H74 -2.6091 -8.0288 -2.4484
H75 -2.4356 -8.9216 -4.0439
H76 -2.1226 -6.1233 -3.7049
H77 -1.8627 -7.1783 -5.1063
H78 1.0744 -5.3542 -3.0077
H79 0.4531 -6.5167 -1.8537
H80 -0.6680 -5.3483 -2.5385
C37 -6.6819 7.9370 2.7295
C38 -6.7515 6.7933 3.7283
C39 -5.3878 6.4233 4.3428
C40 -4.3521 5.8471 3.3779
N5 -2.8716 5.7743 3.8760
C41 -2.2899 7.1549 4.2314
C42 -2.2871 7.1989 5.7620
C43 -1.9045 5.7187 6.0981
C44 -2.6276 4.8496 5.0821
C45 -2.0359 5.2823 2.7699
H81 -6.1475 7.6578 1.8215
H82 -6.2681 8.7992 3.2525
H83 -7.6821 8.2407 2.4206
H84 -7.2513 5.9878 3.1902
H85 -7.3982 7.2134 4.4986
H86 -5.5924 5.6729 5.1063
H87 -5.0096 7.3026 4.8643
H88 -4.2530 6.4111 2.4504
H89 -4.6203 4.8317 3.0861
H90 -1.2537 7.2539 3.9078
H91 -2.9285 7.9292 3.8064
H92 -1.5767 7.9166 6.1723
H93 -3.2228 7.5147 6.2235
H94 -0.8640 5.4561 5.9070
H95 -2.1134 5.4838 7.1418
H96 -2.1333 3.9307 4.7666
H97 -3.6240 4.5834 5.4349
H98 -2.4144 4.2641 2.6798
H99 -0.9650 5.1774 2.9442
H100 -2.1593 5.8636 1.8561
C46 -3.1576 2.5187 -0.5869
C47 -1.7544 3.0566 -0.2020
C48 -0.6037 2.0003 0.0150
C49 -0.2177 1.2777 -1.2310
N6 0.8808 0.0809 -1.0159
C50 1.0695 -0.6606 -2.3675
C51 1.3335 -2.1533 -1.9989
C52 0.9760 -2.2960 -0.5335
C53 0.2832 -0.9650 -0.0708
C54 2.2137 0.5906 -0.5299
H101 -3.5494 2.9648 -1.5010
H102 -3.9077 2.8071 0.1494
H103 -3.2616 1.4528 -0.7898
H104 -1.7960 3.7617 0.6282
H105 -1.3685 3.6917 -0.9994
H106 -0.9238 1.1703 0.6448
H107 0.2503 2.4045 0.5585
H108 0.3362 1.9737 -1.8610
H109 -1.0639 0.9546 -1.8373
H110 1.7493 -0.1484 -3.0484
H111 0.1099 -0.6240 -2.8833
H112 2.4035 -2.3193 -2.1238
H113 0.7958 -2.9288 -2.5445
H114 1.8776 -2.3641 0.0752
H115 0.3422 -3.1597 -0.3326
H116 0.3608 -0.6592 0.9725
H117 -0.7274 -0.8687 -0.4677
H118 2.5268 1.3897 -1.2018
H119 2.9623 -0.1997 -0.5857
H120 2.1589 0.9775 0.4876
C55 -2.3351 8.0184 -3.7829
C56 -0.9150 8.0573 -4.2834
C57 0.1209 7.9896 -3.1539
C58 0.1164 6.6344 -2.4128
N7 1.1163 6.5442 -1.2564
C59 2.5665 6.8209 -1.7601
C60 3.4232 5.9132 -0.7722
C61 2.5296 4.8211 -0.1520
C62 1.2046 5.0927 -0.7418
C63 0.7936 7.4992 -0.0664
H121 -2.9968 8.1856 -4.6328
H122 -2.6685 8.6308 -2.9450
H123 -2.5188 7.0356 -3.3488
H124 -0.7919 9.0275 -4.7648
H125 -0.6933 7.3244 -5.0592
H126 -0.0534 8.7548 -2.3974
H127 1.0955 8.1944 -3.5969
H128 0.3728 5.8217 -3.0923
H129 -0.8272 6.3751 -1.9326
H130 2.7597 7.8877 -1.6470
H131 2.5337 6.4963 -2.8002
H132 3.9177 6.4594 0.0310
H133 4.1856 5.4811 -1.4203
H134 2.6345 4.7673 0.9317
H135 2.6696 3.8402 -0.6062
H136 0.4507 4.7785 -0.0199
H137 0.9860 4.5593 -1.6669
H138 -0.2060 7.2909 0.3151
H139 0.8155 8.5374 -0.3975
H140 1.6114 7.3410 0.6368
C64 0.5928 -0.5215 7.2184
C65 -0.8397 -0.3611 7.8313
C66 -1.9189 -0.6852 6.7508
C67 -3.3612 -0.7653 7.2066
P1 -4.3882 -2.0057 6.4383
C68 -3.8191 -3.7052 7.0434
C69 -3.2974 -3.7935 8.4781
C70 -2.7622 -5.1675 8.8386
C71 -2.4188 -5.2026 10.3778
C72 -4.4431 -1.7718 4.6091
C73 -3.1247 -2.2252 3.9221
C74 -2.9707 -2.1417 2.4244
C75 -2.9751 -0.6991 1.9485
C76 -6.1720 -1.8761 6.9630
C77 -6.7541 -0.5232 6.6477
C78 -8.3182 -0.3731 6.7245
C79 -8.7150 1.0857 6.5434
H141 0.7909 0.0362 6.3031
H142 0.6820 -1.5765 6.9593
H143 1.3449 -0.3184 7.9807
H144 -0.9514 0.6833 8.1226
H145 -0.9351 -1.0866 8.6392
H146 -1.6545 -1.7039 6.4672
H147 -1.8901 -0.0651 5.8548
H148 -3.8848 0.1792 7.0585
H149 -3.4810 -1.0377 8.2552
H150 -3.0006 -4.0239 6.3980
H151 -4.7498 -4.2307 6.8293
H152 -4.0728 -3.5316 9.1980
H153 -2.4824 -3.0703 8.5086
H154 -1.9011 -5.3739 8.2030
H155 -3.5004 -5.9596 8.7129
H156 -3.3233 -5.1339 10.9821
H157 -1.8444 -4.2929 10.5526
H158 -1.9032 -6.1191 10.6649
H159 -4.5943 -0.6941 4.5470
H160 -5.3075 -2.2903 4.1944
H161 -3.1032 -3.3011 4.0955
H162 -2.2611 -1.7664 4.4034
H163 -3.7534 -2.7271 1.9418
H164 -2.0366 -2.6481 2.1813
H165 -2.5858 -0.5675 0.9389
H166 -2.4033 0.0462 2.5014
H167 -3.9898 -0.3010 1.9476
H168 -6.1305 -1.9675 8.0484
H169 -6.6590 -2.7548 6.5402
H170 -6.5880 -0.2452 5.6070
H171 -6.1944 0.1115 7.3348
H172 -8.7048 -0.7776 7.6599
H173 -8.7411 -0.8964 5.8669
H174 -8.6450 1.6875 7.4495
H175 -9.7922 1.0886 6.3772
H176 -8.3281 1.6548 5.6981
C80 -4.7136 5.5806 -1.8716
C81 -5.2921 5.1324 -3.1692
O1 -5.8842 4.0216 -3.1706
O2 -5.1589 5.8419 -4.1279
H177 -5.4168 5.4260 -1.0531
H178 -4.4491 6.6380 -1.8851
H179 -3.7856 5.0630 -1.6288
C82 -2.8126 -2.8985 -2.0473
C83 -2.3282 -2.0296 -3.1615
O3 -1.6499 -2.6087 -4.0658
O4 -2.5651 -0.8188 -3.1109
H180 -2.3571 -3.8886 -2.0658
H181 -3.8890 -3.0664 -2.0826
H182 -2.4534 -2.5509 -1.0786
C84 3.5595 3.3391 -5.6501
C85 2.7336 3.2942 -4.3796
O5 2.4174 2.1949 -3.8570
O6 2.3348 4.3999 -3.9744
H183 3.8769 2.3112 -5.8257
H184 4.4777 3.9046 -5.4913
H185 3.1741 3.7252 -6.5938
C86 7.2773 -1.7810 1.7938
C87 6.3711 -1.2727 0.6110
O7 6.8798 -0.4812 -0.2958
O8 5.2034 -1.6194 0.6100
H186 7.3553 -2.8667 1.8512
H187 6.9125 -1.5085 2.7841
H188 8.2915 -1.3828 1.7614
O9 0.0747 1.8173 3.5760
C88 0.6808 2.9990 3.7759
O10 0.6987 3.4943 4.8882
O11 1.2297 3.5874 2.8197
H189 -0.2166 1.8218 4.4907



2.
Here is a single C4H9NO molecule from the Open Molecules 2025 dataset. Energies are from ωB97M-V with the def2-TZVPD basis set.

As for the SMILES: CC(C)C(N)=O. The energy above the lowest of the compared OMol25 structures with the same formula, charge and spin comes out at 0.058 eV. The LUMO energy comes out at 0.88 eV. The calculation puts the HOMO-LUMO gap at 10.57 eV. As for the total charge: 0. The value obtained for the total energy is -7832.2617 eV.

Atoms and positions in Å:
C1 -0.9685 1.1328 0.0059
C2 0.2910 0.2596 -0.1123
C3 1.4320 0.7351 0.7903
C4 0.0421 -1.2317 0.1513
O1 0.9088 -1.9646 0.5962
N1 -1.2016 -1.7086 -0.1458
H1 -1.4858 0.9664 0.9571
H2 -1.6795 0.9447 -0.8085
H3 -0.7037 2.1935 -0.0516
H4 0.6453 0.3202 -1.1526
H5 2.2969 0.0739 0.6915
H6 1.7331 1.7519 0.5194
H7 1.1310 0.7306 1.8447
H8 -1.9206 -1.1565 -0.5811
H9 -1.3428 -2.7016 -0.0433



3.
Here is 2 unconnected molecules or ions with the total composition C2H4BrNO3 at a distorted geometry from the Open Molecules 2025 dataset. Energies are from ωB97M-V with the def2-TZVPD basis set.

The energy above the lowest of the compared OMol25 structures with the same formula, charge and spin comes out at 3.082 eV. The LUMO energy comes out at -1.40 eV. The calculation puts the HOMO-LUMO gap at 9.47 eV. As for the total charge: 0. The value obtained for the total energy is -79808.0998 eV.

Atoms and positions in Å:
C1 1.0359 -0.6891 -0.6142
C2 -0.3361 -0.3539 -0.0278
N1 -0.7599 1.0237 -0.2978
O1 -0.0536 1.6899 -1.0078
O2 -1.7850 1.4312 0.1175
O3 0.0710 0.1367 1.8694
Br1 -1.6607 -1.6937 0.0670
H1 1.6280 -1.5431 -0.2683
H2 1.0761 -0.8099 -1.6824
H3 1.4858 0.2551 -0.3674
H4 -0.7015 0.5531 2.2118